Entry 1:
{"formula": "CH2N2O8", "method": "ωB97M-V with the def2-TZVPD basis set", "elements": ["C", "N", "N", "O", "O", "O", "O", "O", "O", "O", "O", "H", "H"], "xyz": [[-0.65641, 1.10109, -0.13234], [2.29818, -0.69894, 0.20789], [-2.22567, -0.90644, 0.00718], [3.16332, -1.44097, 0.59149], [2.28238, -0.59843, -1.11772], [-1.32554, -1.62507, -0.15158], [-3.38452, -0.95554, 0.03706], [-0.27666, 0.71704, -1.16672], [-0.33036, 2.11779, 0.49528], [1.43919, -0.13067, 0.83259], [-1.74621, 0.44886, 0.50015], [1.37154, -0.05339, -1.51511], [-0.60924, 2.02468, 1.41182]], "forces_ev_per_a": [[-3.7, -4.1, -0.5], [-1.3, 2.9, -6.1], [1.8, 2.0, 1.1], [3.9, -4.1, 3.6], [-2.6, 1.7, -3.9], [0.4, -1.6, -0.7], [-1.2, -0.4, -0.4], [1.5, -0.5, -3.0], [1.4, 3.2, 2.3], [-2.9, 1.5, 4.4], [0.0, 1.1, 0.5], [2.9, -1.9, 2.3], [-0.2, 0.3, 0.4]], "lowdin_spin": [0.002, 0.484, 0.000, 0.767, 0.133, 0.001, 0.000, 0.005, 0.003, 0.592, 0.000, 0.012, 0.000], "homo_energy_ev": [-7.10, -11.47], "homo_lumo_gap_ev": [6.8, 7.6], "multiplicity": 3, "e_lumo_ev": [-0.27, -3.85], "charge": 0}

Entry 2:
{"formula": "C19H12F5N4OsS2", "method": "ωB97M-V with the def2-TZVPD basis set", "elements": ["Os", "S", "C", "N", "N", "C", "C", "C", "C", "C", "C", "N", "N", "C", "C", "C", "C", "C", "C", "H", "H", "H", "H", "H", "H", "H", "H", "H", "H", "H", "F", "C", "C", "F", "C", "F", "C", "S", "C", "F", "C", "F", "H"], "xyz": [[-1.83796, 0.65077, 1.21649], [-1.64066, 2.85288, 0.38017], [-0.32468, 2.40892, -0.84230], [0.20303, 3.31748, -1.59257], [1.16921, 3.05232, -2.54408], [1.01250, 2.08849, -3.59020], [-0.20594, 1.41472, -3.82064], [-0.31754, 0.48874, -4.86222], [0.77672, 0.22623, -5.68813], [1.98484, 0.89313, -5.47734], [2.10180, 1.82086, -4.43791], [0.11797, 1.03545, -0.87523], [-0.36298, 0.09012, -0.11107], [0.09742, -1.18825, -0.19220], [-0.46358, -2.13373, 0.66895], [-0.03046, -3.46260, 0.63434], [0.96713, -3.85092, -0.26365], [1.53272, -2.91087, -1.12889], [1.10269, -1.57999, -1.09812], [1.99985, 3.66185, -2.56420], [-1.07853, 1.60265, -3.21212], [-1.25627, -0.02295, -5.03144], [0.68679, -0.49019, -6.49442], [2.83175, 0.69245, -6.12078], [3.04603, 2.32967, -4.28981], [-1.23695, -1.84558, 1.37033], [-0.46796, -4.19144, 1.30432], [1.30166, -4.87991, -0.28878], [2.30549, -3.21292, -1.82404], [1.55459, -0.86856, -1.77702], [0.80726, 0.63903, 7.18851], [-0.09492, 0.39688, 6.22442], [0.14828, 0.81948, 4.92708], [1.29005, 1.46975, 4.64882], [-0.77886, 0.57573, 3.91413], [-0.45184, 1.02564, 2.68538], [-1.97980, -0.10820, 4.20664], [-3.17715, -0.44585, 2.99813], [-2.20658, -0.52859, 5.53113], [-3.32530, -1.18495, 5.88753], [-1.26729, -0.27464, 6.52683], [-1.49346, -0.67989, 7.78671], [-3.03908, 0.30675, 0.02726]], "forces_ev_per_a": [[-4.4, -0.5, -3.1], [0.9, -1.4, -0.6], [0.1, -4.8, 1.4], [1.2, 1.0, -1.1], [-1.5, -1.9, -0.3], [-0.1, 0.8, 0.7], [-0.2, -0.4, -0.3], [0.4, 0.6, 0.5], [0.1, 0.2, 0.2], [-0.1, 0.4, 0.6], [0.2, -0.2, -0.5], [0.5, 2.9, -1.2], [-1.7, 2.8, 1.1], [0.8, -1.1, -0.5], [0.4, -0.8, -0.1], [0.1, 0.5, -0.2], [-0.1, 0.3, 0.0], [-0.6, 0.5, 0.4], [0.2, -0.6, -0.1], [-0.7, -0.3, 0.3], [0.1, 0.1, 0.0], [0.0, 0.1, 0.1], [0.0, 0.0, 0.0], [0.0, 0.1, 0.1], [0.0, 0.0, 0.0], [-0.1, -0.1, 0.1], [0.0, 0.1, 0.0], [0.0, 0.0, 0.0], [0.0, 0.1, 0.0], [-0.2, 0.1, 0.1], [-0.6, -0.1, -0.7], [0.5, 0.1, 0.5], [0.4, 0.3, -0.6], [-0.6, -0.3, 0.1], [-0.2, -0.9, 3.4], [1.5, 0.2, 0.9], [0.7, 0.2, 0.4], [1.0, 1.3, -2.5], [0.3, 0.1, 0.2], [0.6, 0.5, -0.6], [-0.4, -0.3, 0.6], [0.2, 0.3, -0.9], [1.4, 0.2, 1.4]], "lowdin_spin": [1.633, 0.189, 0.165, 0.313, 0.427, 0.041, 0.095, -0.006, 0.119, -0.007, 0.094, 0.227, 0.342, 0.004, 0.093, -0.009, 0.086, -0.010, 0.075, 0.007, 0.006, -0.002, 0.006, -0.002, 0.003, 0.017, -0.002, 0.005, -0.002, 0.006, -0.001, -0.003, 0.001, 0.001, 0.004, 0.035, 0.017, 0.059, 0.000, 0.001, 0.001, 0.001, -0.026], "homo_energy_ev": [-10.44, -11.85], "homo_lumo_gap_ev": [5.4, 5.7], "multiplicity": 5, "e_lumo_ev": [-5.07, -6.14], "charge": 1}

Entry 3:
{"formula": "C39H79N7O19", "method": "ωB97M-V with the def2-TZVPD basis set", "elements": ["C", "O", "C", "O", "O", "C", "H", "H", "H", "H", "H", "H", "C", "O", "C", "O", "O", "C", "H", "H", "H", "H", "H", "H", "C", "O", "C", "O", "O", "C", "H", "H", "H", "H", "H", "H", "C", "O", "C", "O", "O", "C", "H", "H", "H", "H", "H", "H", "C", "O", "C", "O", "O", "C", "H", "H", "H", "H", "H", "H", "C", "N", "C", "C", "O", "H", "H", "H", "H", "H", "H", "H", "C", "N", "C", "C", "O", "H", "H", "H", "H", "H", "H", "H", "C", "N", "C", "C", "O", "H", "H", "H", "H", "H", "H", "H", "C", "N", "C", "C", "O", "H", "H", "H", "H", "H", "H", "H", "C", "C", "C", "C", "N", "H", "H", "H", "H", "H", "H", "H", "C", "C", "C", "C", "N", "H", "H", "H", "H", "H", "H", "H", "C", "C", "C", "C", "N", "H", "H", "H", "H", "H", "H", "H"], "xyz": [[-5.39935, 0.72014, -0.95127], [-5.14537, 1.72329, -0.04474], [-4.22151, 1.64742, 0.97865], [-3.86258, 2.57100, 1.70516], [-3.81935, 0.36863, 1.11890], [-2.83292, -0.10058, 2.06008], [-6.39387, 0.92677, -1.34664], [-5.30177, -0.24843, -0.46090], [-4.61207, 0.70867, -1.70504], [-1.91208, -0.30432, 1.51360], [-3.09417, -0.93952, 2.70508], [-2.66738, 0.67990, 2.80275], [-3.35528, -1.68738, -4.89817], [-4.07178, -0.64587, -4.28829], [-4.45736, 0.43040, -5.04143], [-4.04946, 0.75531, -6.16554], [-5.24588, 1.18297, -4.21667], [-5.76759, 2.43975, -4.78536], [-3.82496, -1.89540, -5.85955], [-3.35746, -2.63682, -4.36274], [-2.32430, -1.34264, -4.97765], [-6.29145, 3.14779, -4.14322], [-6.35591, 2.25104, -5.68333], [-4.98249, 3.11957, -5.11639], [-1.82927, -0.40291, -1.68827], [-0.73368, -0.68628, -0.97757], [0.03346, 0.20752, -0.43476], [-0.08210, 1.41313, -0.56958], [0.91907, -0.40260, 0.32275], [2.04917, 0.32116, 0.89457], [-2.05798, 0.63943, -1.46620], [-2.66708, -1.04252, -1.41066], [-1.61493, -0.57939, -2.74231], [1.72462, 1.21375, 1.42940], [2.77595, 0.63774, 0.14644], [2.45306, -0.37664, 1.62809], [4.47040, -2.29114, 6.79088], [3.18221, -2.74794, 7.13436], [2.09600, -3.02465, 6.31266], [1.06413, -3.54794, 6.68505], [2.26518, -2.52598, 5.07183], [1.16442, -2.40740, 4.14785], [4.36581, -1.21873, 6.62628], [4.78408, -2.76862, 5.86260], [5.24183, -2.64152, 7.47661], [0.37049, -1.72766, 4.45725], [0.76533, -3.37519, 3.84418], [1.51438, -1.86379, 3.27028], [-0.39484, 2.92671, 2.44065], [0.01386, 1.98264, 3.41243], [-0.50536, 1.93391, 4.58124], [-1.29639, 2.77142, 4.94034], [-0.00614, 0.81256, 5.24511], [-0.34930, 0.66540, 6.60211], [-1.38076, 2.55886, 2.15646], [0.16164, 2.91045, 1.50353], [-0.37127, 3.96735, 2.76409], [-0.53595, -0.40424, 6.69770], [-1.28979, 1.16637, 6.83151], [0.38162, 1.13559, 7.25995], [6.29688, -2.42233, -1.08931], [5.31525, -1.83729, -0.25175], [3.91757, -2.09418, -0.68839], [5.68180, -0.89504, 0.66896], [4.91968, -0.23940, 1.39083], [5.88898, -2.50452, -2.09676], [6.51391, -3.39030, -0.63763], [7.17566, -1.82046, -1.32086], [3.19649, -1.98180, 0.12125], [3.55412, -1.53192, -1.54855], [3.86872, -3.13645, -1.00362], [6.75668, -0.66442, 0.60854], [-6.52782, -4.35304, 0.60045], [-5.35034, -3.67583, 0.01710], [-4.31198, -3.26990, 0.92093], [-5.18808, -3.74250, -1.30205], [-4.19447, -3.45577, -1.90251], [-6.92495, -3.77522, 1.43501], [-6.12772, -5.26196, 1.04976], [-7.27408, -4.57468, -0.16250], [-3.56723, -2.71404, 0.35131], [-4.65048, -2.55439, 1.67032], [-3.81912, -4.10319, 1.42173], [-6.04760, -4.06732, -1.90862], [-0.80589, -4.01901, 0.19177], [-0.09655, -4.72106, -0.86295], [0.16983, -3.97654, -2.01883], [0.00456, -6.07034, -0.89894], [-0.30762, -6.75076, 0.09200], [-0.34114, -3.08813, 0.51669], [-0.70527, -4.57500, 1.12389], [-1.86651, -3.82047, 0.03758], [-0.73164, -3.83130, -2.61410], [0.48028, -2.95487, -1.79992], [0.98682, -4.31867, -2.65411], [0.48055, -6.35596, -1.84976], [3.04488, 2.67859, 5.86685], [3.58659, 1.99211, 4.69107], [3.08638, 0.69366, 4.36824], [4.61524, 2.47011, 3.97984], [5.08367, 3.59793, 4.19117], [3.32699, 2.14694, 6.77562], [1.95594, 2.69454, 5.91229], [3.36436, 3.71758, 5.94754], [3.22042, 0.07360, 5.25460], [2.01643, 0.68755, 4.16019], [3.59522, 0.26343, 3.50563], [5.06467, 1.87277, 3.17152], [-2.01573, 4.31249, -1.87279], [-2.38352, 3.74026, -3.26293], [-2.53850, 4.93400, -4.24188], [-3.83359, 5.56258, -4.26586], [-4.82966, 6.04829, -4.27145], [-2.76648, 4.99601, -1.47622], [-1.06441, 4.84064, -1.93713], [-2.00339, 3.46552, -1.18680], [-3.24326, 3.07355, -3.19625], [-1.58618, 3.07825, -3.60072], [-2.39925, 4.54328, -5.24986], [-1.83725, 5.73543, -4.00934], [3.13055, 3.18189, -0.77221], [4.46367, 2.74303, -0.13062], [5.61419, 2.62779, -1.09307], [5.39670, 1.60635, -2.13702], [5.15584, 0.84281, -2.98642], [2.86319, 2.50942, -1.58732], [3.12006, 4.21825, -1.10978], [2.36380, 3.28124, -0.00387], [4.51644, 1.81838, 0.44414], [4.78447, 3.60603, 0.45282], [6.45636, 2.26526, -0.50364], [5.88180, 3.63037, -1.42671], [2.59166, 1.06281, -5.12882], [1.17932, 1.45334, -4.73297], [0.05878, 0.32752, -5.07170], [0.50589, -1.13326, -4.91426], [0.85686, -2.28425, -4.81775], [2.53118, 0.82142, -6.19004], [2.89181, 0.14078, -4.63096], [3.33201, 1.85777, -5.03931], [0.85716, 2.35055, -5.26149], [1.24795, 1.71581, -3.67728], [-0.10635, 0.20553, -6.14219], [-0.85773, 0.37951, -4.48398]], "forces_ev_per_a": [[0.6, -1.7, -0.5], [1.6, 2.7, 3.1], [0.0, 0.6, 0.9], [-1.1, -1.8, -2.1], [-0.2, -1.2, -0.3], [0.4, 1.7, 0.5], [0.3, -0.3, -0.2], [-0.6, -0.2, -0.1], [-0.3, 0.2, -0.5], [-0.1, -0.1, 0.1], [-0.8, -0.3, -0.8], [0.3, 0.3, -0.2], [0.6, -0.2, -1.3], [-1.6, 1.3, 0.3], [1.4, 1.0, -0.6], [-1.3, -1.2, 2.8], [-0.2, 0.7, -0.8], [0.8, 0.3, -1.2], [0.5, 0.1, -0.3], [-0.4, 0.5, 0.7], [0.1, -0.3, -0.5], [-0.3, -1.2, 1.0], [-0.1, -0.3, 0.2], [0.6, -0.6, -0.2], [-2.3, 1.5, -1.5], [2.3, -3.0, 1.7], [0.3, 2.4, 0.3], [0.2, -0.6, 0.0], [0.9, -0.4, 0.3], [-0.8, 0.2, 0.3], [-0.6, 0.2, -0.6], [0.1, -0.1, 0.1], [-0.2, 0.2, -0.1], [-0.3, 0.0, -0.1], [-0.2, -0.5, 0.0], [0.2, 0.2, -0.4], [-0.2, -0.1, -2.0], [-2.4, -1.7, 0.4], [-0.5, 0.6, 0.2], [1.9, 0.7, -0.1], [0.6, 0.4, -0.1], [-0.2, 0.2, -0.2], [0.8, 0.0, 0.3], [-0.1, 0.3, -0.4], [-0.6, 0.5, 0.7], [-0.1, -0.3, 0.9], [0.1, 0.0, 0.2], [0.7, -0.4, 0.0], [-1.4, 0.3, -0.7], [3.1, -1.4, -2.0], [-0.9, 0.5, 1.3], [0.1, -0.9, 1.3], [-0.5, 1.9, -1.6], [-1.2, 0.1, 0.4], [-0.4, 0.9, -0.1], [0.7, -0.8, 0.5], [-0.3, -0.3, 0.5], [0.5, 0.1, 0.7], [-0.1, 0.1, -0.2], [0.3, -0.5, 0.0], [0.4, -0.7, -1.0], [-1.4, 2.0, 0.6], [0.1, -0.6, 0.8], [-1.4, 0.5, -0.7], [0.8, -0.9, -0.6], [-0.2, -0.5, 0.1], [0.6, -0.2, -0.7], [0.2, 0.1, 0.9], [0.3, 0.1, 0.1], [0.5, 0.5, 0.0], [0.1, -0.1, 0.1], [0.1, -0.3, 0.3], [1.3, 0.1, 0.4], [-1.9, -0.4, 0.9], [0.7, 0.7, -0.2], [-0.7, -0.2, -0.6], [2.1, 0.8, -0.8], [-0.2, 0.2, -0.3], [-0.4, -0.4, 0.0], [0.1, 0.1, 0.2], [0.0, -0.2, -0.1], [-0.5, -0.2, 0.1], [-0.1, -0.2, 0.0], [-0.4, -0.2, 0.6], [0.4, -0.4, 1.6], [-0.3, 0.1, 0.8], [0.2, 1.9, -1.7], [-0.4, 0.3, 2.8], [0.5, 0.2, -2.2], [0.3, 0.3, -0.9], [-0.3, -0.6, -0.2], [0.1, -0.3, -0.6], [-0.1, -0.2, -0.4], [0.0, 0.0, 0.5], [-0.2, -0.6, 0.1], [-0.1, -0.8, 0.2], [0.0, 0.0, 0.1], [-0.4, 0.1, -0.3], [-0.6, -0.8, 0.5], [0.9, 2.9, 0.5], [-0.1, -1.0, -0.3], [0.3, -0.1, 0.1], [-0.1, -0.2, -0.6], [0.3, -0.3, -0.3], [0.0, -0.5, -0.1], [0.1, 0.2, 0.0], [0.3, 0.1, 0.2], [-0.6, -0.5, 0.2], [-0.6, -0.9, -0.3], [0.3, 1.1, 0.8], [0.1, -1.2, -0.4], [4.3, -2.3, 0.5], [-5.2, 2.5, -0.1], [-0.1, 0.1, -0.3], [0.1, -0.2, 0.2], [0.5, 0.2, 0.3], [-0.4, 0.4, -0.1], [0.3, 0.2, -0.1], [0.4, 0.3, -0.2], [0.4, -0.3, -0.2], [0.2, -0.2, 0.7], [-0.2, 1.3, -0.2], [0.7, -0.6, -0.1], [-0.5, -0.5, -1.8], [0.5, 1.2, 1.8], [-0.4, 0.1, 0.1], [0.7, 0.0, -0.5], [-0.3, -0.8, 0.0], [-0.9, 0.3, 0.3], [-0.1, -0.4, 0.8], [0.3, 0.1, -0.1], [0.0, -0.3, -0.8], [-0.6, -0.6, -1.3], [-0.7, -0.8, 0.2], [2.1, -1.6, 0.4], [1.9, -4.2, 1.3], [-1.8, 5.8, -0.5], [0.4, -0.1, -0.3], [0.3, 0.3, 0.2], [-0.2, -0.1, 0.4], [0.0, 0.0, 0.0], [-0.8, -0.2, 0.2], [-0.6, 1.2, -0.2], [0.0, 0.5, -0.3]], "mulliken_charge": [0.114, -0.392, 0.693, -0.598, -0.063, -0.798, 0.287, 0.080, -0.159, 0.196, 0.298, 0.337, -0.724, 0.020, 0.633, -0.612, -0.151, -0.837, 0.427, 0.104, 0.212, 0.374, 0.339, 0.208, 0.637, -0.103, 0.133, -0.459, -0.068, 0.255, 0.047, -0.255, -0.533, 0.086, 0.043, -0.148, -0.451, -0.368, 0.717, -0.570, -0.208, -0.493, 0.152, 0.253, 0.301, 0.217, 0.532, -0.035, -0.131, -0.012, 0.497, -0.620, 0.108, -0.935, 0.029, -0.260, 0.453, 0.258, 0.407, 0.240, -1.217, 0.359, -0.749, -0.277, -0.472, 0.378, 0.373, 0.419, -0.079, 0.283, 0.598, 0.393, -0.966, 0.266, -0.344, -0.074, -0.499, 0.285, 0.372, 0.289, -0.680, 0.468, 0.593, 0.377, -0.778, 0.333, -0.757, 0.083, -0.623, -0.081, 0.401, 0.336, 0.402, -0.085, 0.412, 0.321, -0.912, 0.282, 0.737, 0.157, -0.691, 0.337, 0.175, 0.361, -0.044, -0.595, -0.211, 0.392, -1.155, 0.997, -0.522, 0.049, -0.447, 0.433, 0.404, 0.018, -0.222, -0.313, 0.358, 0.451, -0.781, 0.756, -0.834, 0.280, -0.556, 0.044, 0.548, -0.019, -0.673, 0.554, 0.330, 0.465, -1.493, 0.039, 0.647, 0.116, -0.656, 0.440, 0.290, 0.376, 0.410, -0.083, 0.458, -0.456], "homo_energy_ev": -9.13, "homo_lumo_gap_ev": 9.4, "e_lumo_ev": 0.32, "charge": 0, "smiles": "COC(=O)OC.COC(=O)OC.COC(=O)OC.COC(=O)OC.COC(=O)OC.CN(C)C=O.CN(C)C=O.CN(C)C=O.CN(C)C=O.CCCC#N.CCCC#N.CCCC#N"}

Entry 4:
{"formula": "C2H5N4O", "method": "ωB97M-V with the def2-TZVPD basis set", "elements": ["H", "N", "C", "O", "N", "C", "N", "N", "H", "H", "H", "H"], "xyz": [[-3.47171, 1.31684, 0.65146], [-2.75854, 0.71124, 0.60699], [-2.07595, 0.00399, -0.00672], [-1.32661, -0.95031, -0.32877], [-0.36594, 0.12878, -0.66034], [0.83307, -0.03353, -0.06711], [1.69284, 0.92305, -0.41914], [1.11945, -1.23328, 0.41326], [1.31166, 1.62157, -1.08252], [2.72675, 0.92104, -0.27012], [1.94291, -1.37417, 0.98714], [0.37207, -2.03522, 0.17588]], "forces_ev_per_a": [[-3.0, 2.6, 0.3], [2.2, -2.5, -0.8], [0.5, -0.5, 1.3], [-0.9, -0.4, 0.2], [1.0, 1.9, -1.0], [-0.8, -1.3, -2.3], [1.1, 1.2, 0.1], [-1.5, -2.2, 0.4], [0.5, -0.6, 0.9], [-1.7, -0.3, -0.1], [-0.3, -0.4, -0.3], [2.7, 2.4, 1.3]], "mulliken_charge": [0.271, -0.060, 0.572, -0.292, -0.435, 0.652, -0.361, -0.399, 0.266, 0.245, 0.231, 0.311], "homo_energy_ev": -14.16, "homo_lumo_gap_ev": 10.6, "e_lumo_ev": -3.53, "charge": 1, "smiles": "[H]/N=C1/ON1C(N)=[NH2+]"}